No. 1
DFT (wB97M-V/def2-TZVPD) results for C28H56O56S14 as an isolated structure at a distorted geometry.

XYZ file:
```
154
Properties=species:S:1:pos:R:3:mulliken_charge:R:1
C 1.953 2.175 -7.247 -0.41
C 1.527 0.952 -6.474 -0.06
O 0.655 1.402 -5.485 -0.27
S 0.297 3.073 -5.480 0.90
O 0.480 3.722 -4.234 -0.25
O -0.948 3.302 -6.186 -0.57
O 1.523 3.325 -6.585 -0.40
H 1.449 2.157 -8.213 0.26
H 3.004 2.279 -7.516 0.31
H 2.377 0.425 -6.041 0.22
H 1.058 0.287 -7.199 0.26
C 1.863 2.808 5.195 -0.30
C 1.039 4.126 5.244 -0.13
O 1.455 4.660 3.971 -0.34
S 1.476 3.640 2.788 0.55
O 2.597 3.998 1.903 -0.45
O 0.108 3.369 2.224 -0.10
O 1.892 2.431 3.847 -0.27
H 1.319 1.978 5.646 0.25
H 2.930 2.777 5.416 0.20
H 1.444 4.803 5.997 0.35
H -0.041 4.036 5.360 0.10
C 0.954 -6.752 0.513 0.93
C 0.115 -8.006 0.305 -0.20
O 1.156 -8.991 0.378 -0.33
S 2.103 -8.832 1.689 1.03
O 3.447 -9.289 1.388 -0.51
O 1.390 -9.382 2.853 -0.55
O 1.851 -7.156 1.589 -0.32
H 0.407 -5.865 0.832 -0.37
H 1.582 -6.386 -0.300 -0.12
H -0.280 -8.088 -0.707 0.16
H -0.687 -8.220 1.012 0.33
C -2.698 -0.579 2.278 0.19
C -1.349 -0.330 2.914 0.84
O -1.009 -1.661 3.216 -0.39
S -1.403 -2.740 2.053 1.11
O -1.936 -3.953 2.626 -0.69
O -0.569 -2.885 0.876 0.09
O -2.655 -1.760 1.501 -0.30
H -2.806 0.293 1.633 -0.22
H -3.410 -0.548 3.102 0.21
H -1.269 0.257 3.829 0.40
H -0.744 0.091 2.111 -0.82
C -3.665 -1.567 -2.212 -0.35
C -3.227 -2.915 -1.794 0.15
O -3.033 -3.495 -3.078 -0.46
S -2.307 -2.453 -4.127 0.80
O -2.921 -2.399 -5.468 -0.62
O -0.852 -2.662 -4.058 -0.24
O -2.815 -1.149 -3.187 -0.19
H -3.847 -0.948 -1.333 0.26
H -4.678 -1.628 -2.609 0.31
H -3.945 -3.520 -1.240 0.41
H -2.294 -2.836 -1.236 -0.10
C 1.647 -3.449 2.606 0.06
C 2.789 -4.335 3.207 -0.22
O 3.454 -3.697 4.198 -0.46
S 2.917 -2.145 4.293 0.81
O 3.691 -1.320 3.341 -0.30
O 2.741 -1.799 5.692 -0.59
O 1.479 -2.411 3.532 -0.18
H 0.819 -4.110 2.348 -0.02
H 1.922 -2.862 1.730 0.20
H 3.511 -4.680 2.467 0.32
H 2.603 -5.252 3.766 0.23
C -6.943 1.055 2.732 -0.41
C -7.213 2.019 3.934 -0.38
O -6.002 2.648 4.297 -0.37
S -4.831 2.458 3.121 1.19
O -3.554 2.344 3.759 -0.51
O -4.980 3.546 2.157 -0.49
O -5.495 1.074 2.621 -0.19
H -7.494 1.399 1.856 0.24
H -7.321 0.083 3.049 0.30
H -7.536 1.438 4.798 0.30
H -7.922 2.791 3.636 0.28
C 2.354 4.786 -1.429 0.08
C 2.404 5.642 -2.727 -0.16
O 3.595 6.445 -2.493 -0.43
S 3.752 6.867 -0.901 1.08
O 2.879 7.998 -0.562 -0.57
O 5.103 6.918 -0.512 -0.52
O 2.971 5.495 -0.435 -0.18
H 2.949 3.884 -1.575 0.17
H 1.314 4.612 -1.155 -0.04
H 1.491 6.229 -2.826 0.32
H 2.439 4.953 -3.571 0.22
C -3.183 3.937 -2.061 0.27
C -3.699 4.727 -0.810 0.04
O -5.098 4.521 -0.691 -0.36
S -5.546 3.087 -1.258 0.97
O -6.845 3.182 -1.895 -0.62
O -5.390 2.035 -0.280 -0.36
O -4.258 3.080 -2.372 -0.34
H -2.306 3.305 -1.926 -0.27
H -3.133 4.495 -2.997 0.26
H -3.556 5.801 -0.685 0.41
H -3.254 4.302 0.090 -0.04
C 1.291 -0.417 0.235 0.60
C 0.707 -0.795 -1.119 -0.20
O -0.471 -0.002 -1.224 0.23
S -0.284 1.467 -0.338 -0.65
O -1.500 1.689 0.475 0.01
O 0.225 2.486 -1.287 -0.03
O 0.963 0.935 0.617 -0.07
H 2.362 -0.443 0.438 0.68
H 0.742 -0.961 1.003 -0.79
H 0.362 -1.823 -1.224 -0.07
H 1.297 -0.454 -1.970 0.18
C -0.255 -5.874 -2.915 0.46
C -0.546 -6.395 -4.340 -0.57
O -0.214 -7.768 -4.314 -0.42
S 1.227 -7.850 -3.508 1.10
O 2.374 -7.869 -4.362 -0.54
O 1.105 -8.871 -2.500 -0.51
O 0.975 -6.415 -2.661 -0.29
H -1.058 -6.280 -2.300 0.26
H -0.283 -4.784 -2.914 -0.35
H -0.024 -5.838 -5.117 0.34
H -1.609 -6.331 -4.568 0.40
C 5.128 2.962 0.887 0.04
C 5.097 1.924 2.019 0.38
O 5.113 0.629 1.303 -0.17
S 6.040 0.775 -0.128 0.96
O 5.318 0.229 -1.267 -0.41
O 7.388 0.330 0.085 -0.57
O 6.035 2.401 -0.028 -0.44
H 5.523 3.901 1.272 0.40
H 4.161 3.083 0.399 -0.19
H 4.109 1.831 2.469 -0.16
H 5.803 2.206 2.800 0.19
C 2.199 -3.051 -4.549 0.14
C 3.356 -4.115 -4.543 -0.51
O 3.280 -4.630 -3.251 -0.24
S 3.116 -3.383 -2.155 0.63
O 4.380 -2.723 -1.957 -0.55
O 2.323 -3.795 -0.972 -0.11
O 2.218 -2.446 -3.291 0.02
H 1.218 -3.514 -4.653 -0.08
H 2.205 -2.367 -5.397 0.23
H 4.389 -3.802 -4.700 0.29
H 3.083 -4.903 -5.245 0.33
C -3.715 5.332 4.696 -0.16
C -2.753 5.658 3.626 0.07
O -1.605 5.556 4.428 -0.19
S -1.737 6.442 5.813 1.17
O -1.826 7.921 5.585 -0.57
O -0.888 6.007 6.919 -0.55
O -3.245 5.776 5.979 -0.41
H -3.987 4.289 4.855 0.14
H -4.675 5.812 4.505 0.29
H -2.992 6.686 3.355 0.30
H -2.770 5.106 2.686 -0.05
```

Calculated values
HOMO-LUMO gap: 10.60 eV
HOMO energy: -10.8 eV
relative energy (zero: lowest compared OMol25 entry of this formula, charge and spin): 810.0 kJ/mol

=====

No. 2
DFT (wB97M-V/def2-TZVPD) results for C28H57N10O7S2SiV as an isolated structure at a distorted geometry.

XYZ file:
```
106
Properties=species:S:1:pos:R:3:lowdin_spin:R:1
V 2.395 -1.771 0.862 2.73
N 0.152 -1.741 1.182 0.01
C -0.625 -1.076 2.238 0.00
C -0.485 0.440 2.118 0.00
N 0.889 0.883 1.986 0.01
C 1.613 1.063 3.222 0.00
C 2.344 -0.175 3.718 0.01
N 3.216 -0.731 2.670 0.02
C 1.187 1.844 0.941 0.00
C 2.367 1.427 0.071 0.00
N 2.165 0.058 -0.447 0.02
H -0.182 -1.385 0.281 0.00
H -0.055 -2.736 1.174 0.00
H -0.283 -1.438 3.209 0.00
H -1.690 -1.322 2.158 0.00
H -0.969 0.905 2.993 0.00
H -1.029 0.751 1.223 0.00
H 0.934 1.406 4.020 0.00
H 2.354 1.858 3.073 0.00
H 1.642 -0.957 4.005 0.00
H 2.921 0.083 4.613 0.00
H 3.677 -1.548 3.077 0.00
H 3.958 -0.074 2.445 0.00
H 1.389 2.840 1.360 0.00
H 0.318 1.936 0.290 0.00
H 3.304 1.465 0.636 0.00
H 2.437 2.140 -0.756 0.00
H 2.757 -0.063 -1.265 0.00
H 1.207 0.014 -0.827 0.00
C -3.358 -3.879 4.878 0.00
C -1.912 -3.961 4.467 0.00
C -0.911 -3.440 5.276 0.00
C 0.428 -3.523 4.911 0.00
C 0.782 -4.135 3.718 0.00
C -0.208 -4.673 2.901 0.00
C -1.539 -4.579 3.274 0.00
S 2.493 -4.217 3.226 0.01
O 2.876 -5.606 3.354 0.00
O 3.132 -3.250 4.107 0.00
N 2.553 -3.719 1.752 0.02
C 2.729 -4.742 0.697 0.01
C 2.317 -4.222 -0.683 0.01
O 2.516 -4.930 -1.658 0.00
O 1.828 -3.015 -0.732 0.03
H -3.556 -2.976 5.455 0.00
H -3.635 -4.734 5.501 0.00
H -4.017 -3.878 4.010 0.00
H -1.181 -2.945 6.203 0.00
H 1.206 -3.108 5.536 0.00
H 0.061 -5.146 1.964 0.00
H -2.305 -4.985 2.622 0.00
H 2.164 -5.657 0.887 0.00
H 3.774 -5.053 0.614 0.00
N 4.011 -2.032 -2.106 0.01
N 4.783 -2.283 -0.968 0.03
N 6.009 -2.711 -1.025 0.02
C 6.369 -2.641 0.259 0.00
N 5.402 -2.184 1.043 0.02
N 4.373 -1.955 0.231 0.01
H 4.401 -2.654 -2.808 0.00
H 3.053 -2.369 -1.872 0.00
H 7.341 -2.932 0.615 0.00
C -4.163 1.163 -0.542 0.00
C -3.640 2.595 -0.514 0.00
C -4.492 3.485 -1.415 0.00
C -3.655 3.129 0.912 0.00
O -2.285 2.666 -0.939 0.00
Si -1.450 1.814 -2.109 0.00
S -0.980 -0.120 -1.680 0.00
O -0.073 2.747 -2.261 0.00
C 0.106 4.143 -2.503 0.00
C -1.131 4.821 -3.087 0.00
C 0.461 4.802 -1.175 0.00
C 1.266 4.261 -3.482 0.00
O -2.401 2.022 -3.457 0.00
C -2.401 1.343 -4.714 0.00
C -3.191 0.047 -4.581 0.00
C -0.978 1.059 -5.182 0.00
C -3.095 2.284 -5.689 0.00
H -5.158 1.126 -0.090 0.00
H -3.492 0.498 0.003 0.00
H -4.228 0.787 -1.564 0.00
H -5.549 3.405 -1.149 0.00
H -4.364 3.189 -2.456 0.00
H -4.187 4.529 -1.315 0.00
H -4.672 3.154 1.310 0.00
H -3.243 4.140 0.935 0.00
H -3.042 2.495 1.556 0.00
H -1.955 4.811 -2.374 0.00
H -1.468 4.312 -3.989 0.00
H -0.889 5.858 -3.333 0.00
H -0.286 4.532 -0.427 0.00
H 0.482 5.891 -1.272 0.00
H 1.441 4.469 -0.826 0.00
H 0.990 3.848 -4.454 0.00
H 2.125 3.702 -3.106 0.00
H 1.556 5.306 -3.619 0.00
H -2.725 -0.600 -3.839 0.00
H -3.228 -0.476 -5.541 0.00
H -4.213 0.266 -4.262 0.00
H -0.486 0.355 -4.510 0.00
H -0.396 1.983 -5.198 0.00
H -0.991 0.637 -6.190 0.00
H -4.081 2.554 -5.307 0.00
H -3.214 1.810 -6.666 0.00
H -2.513 3.200 -5.817 0.00
```

Calculated values
HOMO-LUMO gap (alpha / beta): 6.60 / 7.47 eV
multiplicity: 4
HOMO energy (alpha / beta): -4.3 / -5.1 eV
net charge: -1
relative energy (zero: lowest compared OMol25 entry of this formula, charge and spin): 0.0 kJ/mol

=====

No. 3
DFT (wB97M-V/def2-TZVPD) results for a 4-piece molecular cluster, C28H58BNO4P2 overall at a distorted geometry.

XYZ file:
```
94
Properties=species:S:1:pos:R:3:mulliken_charge:R:1
C 1.383 -2.497 4.995 -1.13
N 0.793 -1.836 3.803 0.15
C 1.895 -1.608 2.837 -0.82
B 0.132 -0.622 4.204 0.61
O 0.057 -0.287 5.536 -0.57
P -0.855 0.604 3.008 -0.47
C -2.012 -0.523 2.071 -0.48
C -3.385 0.116 1.991 -0.04
O -3.523 1.260 1.622 -0.53
C -4.565 -0.713 2.406 0.33
C -5.284 -1.452 1.472 -0.27
C -6.393 -2.183 1.874 -0.55
C -6.780 -2.184 3.206 -0.44
C -6.062 -1.446 4.139 -0.56
C -4.952 -0.712 3.741 -0.33
P 0.267 1.466 1.318 0.32
O 1.477 2.300 2.058 -0.52
O 1.020 0.225 0.506 -0.44
H 2.165 -1.885 5.451 0.40
H 1.855 -3.432 4.684 0.36
H 0.635 -2.763 5.737 0.33
H 2.219 -0.566 2.798 0.18
H 1.569 -1.862 1.829 0.24
H 2.737 -2.247 3.090 0.43
H 0.098 0.664 5.675 0.30
H -2.041 -1.498 2.555 0.37
H -1.637 -0.647 1.051 0.49
H -4.970 -1.446 0.435 0.42
H -6.959 -2.740 1.138 0.38
H -7.655 -2.748 3.504 0.39
H -6.375 -1.449 5.175 0.40
H -4.412 -0.125 4.474 0.42
H 1.750 1.933 2.907 0.33
H 1.967 0.398 0.428 0.31
C 1.968 0.153 -6.633 -1.29
C 1.502 1.522 -6.146 -0.37
C 2.344 2.081 -5.001 0.11
C 2.334 1.243 -3.722 -0.85
C 0.952 0.999 -3.118 -0.10
C 0.240 2.278 -2.686 -1.12
H 1.892 -0.602 -5.849 0.28
H 1.362 -0.188 -7.474 0.39
H 3.007 0.191 -6.965 0.30
H 0.452 1.466 -5.848 0.25
H 1.544 2.226 -6.981 0.43
H 2.005 3.094 -4.775 -0.51
H 3.381 2.181 -5.339 0.46
H 2.961 1.744 -2.977 0.39
H 2.813 0.278 -3.915 0.35
H 1.066 0.352 -2.246 0.14
H 0.323 0.450 -3.824 0.25
H 0.835 2.829 -1.953 0.21
H -0.720 2.044 -2.225 0.34
H 0.046 2.939 -3.533 0.34
C 1.267 5.881 -4.189 -0.94
C 1.843 7.291 -4.276 -0.53
C 1.024 8.229 -5.160 -0.80
C 0.924 7.804 -6.626 -0.71
C 2.265 7.635 -7.339 -0.31
C 3.082 8.921 -7.411 -1.22
H 1.255 5.390 -5.163 0.20
H 1.866 5.264 -3.517 0.40
H 0.246 5.899 -3.802 0.29
H 2.876 7.243 -4.632 0.26
H 1.889 7.717 -3.270 0.39
H 1.448 9.235 -5.099 0.33
H 0.011 8.307 -4.752 0.37
H 0.328 8.548 -7.164 0.40
H 0.365 6.866 -6.697 0.33
H 2.073 7.280 -8.355 0.36
H 2.855 6.853 -6.851 0.22
H 2.524 9.708 -7.923 0.29
H 4.012 8.761 -7.960 0.38
H 3.348 9.287 -6.419 0.29
C -1.353 -5.875 3.651 -1.06
C -1.828 -6.711 4.835 -0.41
C -0.904 -6.621 6.048 -0.65
C 0.520 -7.129 5.812 -0.43
C 0.614 -8.578 5.335 -0.47
C 0.053 -9.584 6.335 -1.22
H -0.385 -6.215 3.278 0.26
H -2.063 -5.936 2.825 0.40
H -1.256 -4.824 3.934 0.18
H -1.946 -7.753 4.525 0.25
H -2.822 -6.369 5.134 0.37
H -1.355 -7.169 6.880 0.32
H -0.848 -5.577 6.374 0.33
H 1.084 -7.025 6.744 0.38
H 1.022 -6.484 5.085 0.15
H 1.665 -8.812 5.150 0.39
H 0.103 -8.692 4.375 0.25
H 0.570 -9.509 7.294 0.29
H 0.175 -10.605 5.969 0.38
H -1.012 -9.427 6.513 0.28
```

Calculated values
HOMO-LUMO gap: 8.33 eV
SMILES: CN(C)B(O)P(CC(=O)c1ccccc1)#P(O)O.CCCCCC.CCCCCC.CCCCCC
HOMO energy: -8.4 eV

=====

No. 4
DFT (wB97M-V/def2-TZVPD) results for a 13-piece molecular cluster, C28H58Cl24FNO2S overall at a distorted geometry.

XYZ file:
```
115
Properties=species:S:1:pos:R:3:mulliken_charge:R:1
C 1.045 2.060 2.395 -0.69
C -0.166 0.970 2.582 0.78
C -1.287 1.358 3.711 -0.12
N -2.631 1.788 3.170 -0.06
C -3.269 0.754 2.270 -0.56
S -2.611 3.387 2.470 1.04
O -1.996 3.415 1.050 -0.31
O -4.114 3.867 2.420 -0.61
F -1.797 4.473 3.549 -0.30
H 0.695 3.048 1.857 -0.10
H 1.603 2.315 3.395 0.26
H 1.866 1.556 1.690 0.29
H -0.587 0.735 1.515 -0.19
H 0.350 -0.039 2.956 0.08
H -0.901 2.209 4.448 -0.25
H -1.476 0.408 4.394 0.17
H -2.887 -0.336 2.480 0.26
H -3.086 1.024 1.124 0.12
H -4.438 0.787 2.458 0.27
Cl -0.294 -0.766 -1.508 -0.21
C -0.219 0.724 -2.482 -0.48
C -1.093 1.829 -1.909 0.13
Cl -2.829 1.461 -2.064 -0.20
H -0.506 0.474 -3.508 0.42
H 0.828 1.044 -2.490 0.29
H -0.917 2.761 -2.453 0.36
H -0.877 2.006 -0.851 -0.31
Cl -1.095 -3.682 2.362 -0.17
C -0.095 -3.825 3.829 -0.13
C -0.695 -3.077 5.009 -0.68
Cl -0.639 -1.311 4.784 -0.01
H 0.910 -3.463 3.591 0.41
H -0.026 -4.892 4.061 -0.04
H -0.128 -3.299 5.917 0.14
H -1.738 -3.364 5.180 0.42
Cl -4.863 -6.808 2.331 -0.18
C -4.820 -6.746 0.551 -0.44
C -3.808 -5.735 0.036 -0.36
Cl -4.298 -4.057 0.379 -0.17
H -5.830 -6.522 0.195 0.32
H -4.553 -7.749 0.206 0.30
H -3.715 -5.822 -1.051 0.27
H -2.818 -5.896 0.475 0.26
Cl 4.179 5.002 -0.967 -0.22
C 2.519 5.474 -1.405 -0.25
C 1.478 4.782 -0.539 0.30
Cl 1.385 3.034 -0.868 -0.16
H 2.371 5.253 -2.466 0.27
H 2.452 6.558 -1.271 0.22
H 0.487 5.196 -0.747 -0.71
H 1.686 4.916 0.527 0.49
Cl -0.366 -2.812 -6.187 -0.20
C 0.185 -2.891 -4.495 -0.25
C 0.536 -4.308 -4.071 -0.42
Cl -0.903 -5.353 -3.962 -0.20
H -0.599 -2.463 -3.863 0.18
H 1.069 -2.251 -4.421 0.27
H 0.994 -4.296 -3.078 0.30
H 1.241 -4.774 -4.766 0.34
Cl 3.044 0.368 -7.952 -0.20
C 1.784 -0.748 -8.535 -0.09
C 2.226 -1.520 -9.769 -0.46
Cl 2.377 -0.470 -11.200 -0.19
H 0.878 -0.166 -8.727 0.33
H 1.575 -1.444 -7.717 -0.03
H 1.484 -2.285 -10.015 0.35
H 3.188 -2.017 -9.611 0.29
Cl 1.484 8.339 -2.900 -0.15
C 2.274 8.115 -4.481 -0.51
C 3.724 8.573 -4.468 -0.40
Cl 3.870 10.341 -4.312 -0.19
H 1.688 8.654 -5.232 0.40
H 2.223 7.047 -4.712 0.26
H 4.209 8.298 -5.409 0.33
H 4.285 8.113 -3.649 0.27
Cl 8.379 0.886 -11.163 -0.19
C 6.719 1.358 -11.601 -0.47
C 5.678 0.666 -10.736 -0.34
Cl 5.585 -1.082 -11.064 -0.18
H 6.571 1.137 -12.663 0.33
H 6.652 2.442 -11.467 0.31
H 4.687 1.080 -10.943 0.26
H 5.886 0.800 -9.669 0.28
Cl -0.687 -8.685 3.566 -0.16
C 0.313 -8.828 5.033 -0.50
C -0.288 -8.080 6.213 -0.56
Cl -0.231 -6.314 5.989 -0.11
H 1.318 -8.466 4.796 0.31
H 0.382 -9.896 5.266 0.36
H 0.280 -8.302 7.122 0.32
H -1.330 -8.367 6.385 0.31
Cl 0.097 2.214 6.275 -0.17
C 0.539 1.043 7.542 -0.32
C -0.545 0.904 8.599 -0.33
Cl -0.705 2.372 9.596 -0.19
H 1.491 1.360 7.980 0.41
H 0.697 0.082 7.044 0.07
H -0.298 0.085 9.281 0.26
H -1.520 0.691 8.151 0.28
Cl -0.821 6.771 -1.154 -0.14
C -2.405 7.038 -1.924 -0.46
C -3.260 5.780 -1.930 -0.30
Cl -2.608 4.530 -3.019 -0.18
H -2.231 7.412 -2.938 0.29
H -2.906 7.825 -1.352 0.33
H -4.266 6.016 -2.287 0.39
H -3.346 5.346 -0.929 0.10
Cl -1.213 -3.386 8.168 -0.08
C -2.082 -3.875 9.644 -0.53
C -2.161 -5.387 9.789 -0.44
Cl -3.222 -6.126 8.562 -0.17
H -3.077 -3.420 9.619 0.33
H -1.534 -3.449 10.489 0.29
H -2.580 -5.646 10.766 0.35
H -1.174 -5.852 9.707 0.28
```

Calculated values
HOMO-LUMO gap: 9.24 eV
HOMO energy: -9.6 eV
relative energy (zero: lowest compared OMol25 entry of this formula, charge and spin): 467.5 kJ/mol